Record 1
Formula: C26H42O44S10
Source: the Open Molecules 2025 dataset
Level of theory: ωB97M-V with the def2-TZVPD basis set

Structure (XYZ):
```
122
Properties=species:S:1:pos:R:3:forces:R:3:lowdin_charge:R:1
C -0.943406 -0.382753 -1.185440 -3.812 1.363 4.868 -0.053
C 0.232912 -0.842641 -1.602507 1.346 -1.986 -4.180 -0.417
C 1.294799 -1.339042 -0.563438 2.561 -0.287 -3.091 -0.400
O 2.536638 -1.537528 -0.833243 -1.092 1.078 -0.909 -0.077
C 0.872673 -1.760428 0.628058 -3.472 0.524 3.629 -0.040
C -0.448019 -1.393462 1.171872 0.137 -0.263 0.121 -0.298
C -1.367467 -0.432409 0.223681 2.212 0.092 -0.446 -0.310
O -2.256434 0.259149 0.732756 -0.039 -0.691 -0.010 -0.016
O -0.897164 -1.734357 2.294425 0.742 0.629 -1.308 -0.035
O 0.319693 -1.020089 -2.890744 1.722 0.253 2.191 -0.089
H -1.755200 0.041640 -1.757519 0.380 0.022 -0.860 0.094
H 1.664860 -2.097896 1.279943 -0.245 -0.364 0.376 0.079
C 2.747405 1.639944 1.297021 -1.697 0.968 -1.307 -0.172
C 2.462604 0.973504 2.674085 1.976 0.155 -1.362 -0.121
O 3.618529 1.448954 3.377252 2.474 0.556 -0.389 -0.223
S 4.973364 1.445026 2.369137 1.655 0.226 0.532 0.789
O 5.688003 0.133805 2.441650 -2.481 3.419 -0.387 -0.266
O 5.753758 2.667761 2.630541 -1.902 -2.777 -0.467 -0.265
O 4.139374 1.665478 0.917612 1.243 -1.724 3.174 -0.199
H 2.519734 2.705802 1.311889 -0.483 -0.018 0.649 0.117
H 2.213721 1.280422 0.417237 -0.098 -0.689 0.422 0.108
H 2.604983 -0.106584 2.709292 -0.922 -0.133 -0.488 0.114
H 1.577763 1.351826 3.185976 0.123 -0.093 -0.309 0.120
C -2.221149 3.347906 2.131894 -1.280 0.034 0.432 -0.187
C -1.043873 2.920791 2.985174 1.217 1.454 -0.719 -0.085
O 0.029624 3.248729 2.013838 2.324 0.593 -0.513 -0.263
S -0.133054 4.793966 1.464335 -3.739 -1.145 -1.860 0.741
O 0.313788 5.129327 0.101501 -0.418 -1.816 3.095 -0.242
O 0.092642 5.771888 2.477511 0.233 -0.683 0.109 -0.232
O -1.800620 4.432154 1.348930 2.574 2.564 -1.099 -0.217
H -3.057694 3.807216 2.658533 -0.110 -0.819 0.555 0.138
H -2.562286 2.581306 1.436151 0.157 -0.310 0.298 0.106
H -0.905747 1.889224 3.309041 -0.325 0.004 -0.617 0.115
H -0.791099 3.577288 3.817766 -0.692 -0.009 0.282 0.126
C 6.177884 -1.116930 -0.211260 -2.935 1.931 -1.183 -0.265
C 5.989680 -1.691402 -1.600995 -0.650 0.531 -0.959 -0.172
O 7.077465 -2.548801 -1.820512 2.498 -1.054 0.501 -0.187
S 8.075217 -2.610511 -0.508967 1.610 -1.106 -0.220 0.735
O 9.197799 -1.698848 -0.711717 -2.138 -0.815 0.315 -0.257
O 8.471230 -3.971725 -0.111950 -1.823 2.908 -1.017 -0.251
O 6.918035 -2.008497 0.452043 3.201 -2.953 1.883 -0.184
H 5.157621 -1.108582 0.172284 0.133 0.260 0.585 0.116
H 6.621057 -0.126699 -0.105747 -0.074 0.128 -0.569 0.136
H 5.933699 -0.904175 -2.352812 0.348 0.002 -0.097 0.126
H 5.108589 -2.314176 -1.755702 -0.268 0.210 0.585 0.128
C -4.362871 0.205978 -3.422036 0.446 0.567 1.836 -0.221
C -3.753961 -1.179889 -3.655139 -0.146 0.158 -0.646 -0.119
O -4.798474 -1.938768 -4.361610 -1.282 2.064 -0.713 -0.209
S -5.838375 -0.829266 -5.068910 -1.406 -0.123 -0.024 0.742
O -7.128923 -0.845413 -4.374749 2.472 -0.063 -0.782 -0.273
O -5.898950 -0.990750 -6.515579 0.862 0.433 2.370 -0.264
O -5.003901 0.558949 -4.612407 -1.382 -2.192 -2.091 -0.185
H -3.704242 1.034894 -3.162790 0.692 -0.367 -0.443 0.117
H -5.089641 0.301578 -2.615335 -0.279 -0.801 0.215 0.124
H -3.452462 -1.785576 -2.800536 -0.158 0.357 0.050 0.118
H -2.943133 -1.086417 -4.377579 0.257 -0.004 0.272 0.135
C -1.069106 -0.344215 5.308175 -1.293 -1.167 -0.877 -0.120
C -2.370078 -0.877238 4.586219 4.789 0.346 -2.265 -0.275
O -3.270762 -0.774773 5.539108 -4.844 1.013 3.670 -0.176
S -3.240207 0.669759 6.346369 -0.400 0.868 -3.307 0.717
O -3.745374 0.538759 7.666778 1.068 -0.832 0.052 -0.224
O -3.897524 1.759536 5.592406 2.072 -2.415 0.887 -0.270
O -1.609512 0.706023 6.162447 -0.257 0.828 0.467 -0.217
H -0.357124 -0.066307 4.531027 -0.058 0.933 0.376 0.101
H -0.592226 -1.118645 5.908969 -0.218 0.179 0.343 0.125
H -2.202423 -1.881092 4.195983 -0.330 -0.089 0.470 0.127
H -2.500260 -0.272467 3.688771 -0.554 0.263 -0.034 0.107
C 2.332081 1.673411 -2.542408 -0.634 1.484 1.264 -0.154
C 3.374687 1.014128 -3.378581 0.811 -0.435 1.871 -0.224
O 3.399691 1.617453 -4.616180 -2.077 2.036 -3.224 -0.189
S 2.942534 3.256087 -4.536832 1.306 -0.479 1.610 0.799
O 2.089063 3.800271 -5.606508 1.405 -2.063 2.608 -0.250
O 4.202201 3.947392 -4.277609 -2.072 -0.718 -0.466 -0.269
O 2.167246 3.022308 -3.030840 0.797 0.931 -2.576 -0.239
H 2.621999 1.795314 -1.498774 0.434 -0.112 -0.142 0.112
H 1.352627 1.197778 -2.491851 0.086 -0.207 -0.750 0.106
H 3.076427 -0.028007 -3.264175 0.343 -0.414 -1.218 0.133
H 4.404065 1.184842 -3.063411 -0.088 -0.314 1.060 0.129
C -5.039656 1.093470 1.430728 -0.265 -0.522 0.028 -0.160
C -6.285834 0.309855 0.818047 1.609 2.124 0.589 -0.134
O -6.987585 1.422113 0.334419 -2.009 3.286 -1.452 -0.258
S -6.454072 3.000582 0.673022 -0.821 -1.479 -0.322 0.796
O -7.609350 3.841664 1.114707 3.672 -2.635 -0.946 -0.271
O -5.600182 3.438869 -0.443997 -1.774 -0.706 2.639 -0.256
O -5.556558 2.352147 1.918248 -1.204 1.706 -0.865 -0.237
H -4.339469 1.372048 0.643172 0.124 -0.688 0.031 0.088
H -4.539800 0.660557 2.297230 -0.049 -0.150 -0.316 0.123
H -6.976419 -0.165152 1.514864 0.559 -0.446 0.100 0.127
H -6.017224 -0.248159 -0.078938 0.153 -0.500 0.511 0.124
C 3.822540 -3.287778 2.560773 -0.915 1.792 1.709 -0.224
C 3.919879 -4.128617 1.368579 -0.810 1.408 -1.857 -0.183
O 5.320264 -4.198135 1.202074 1.611 -1.726 -1.073 -0.195
S 5.886137 -4.714863 2.572893 2.738 -1.338 2.799 0.729
O 7.354380 -4.534057 2.749637 -4.349 0.702 -0.828 -0.253
O 5.456228 -6.072451 2.942817 -0.135 2.550 -1.087 -0.269
O 4.943247 -3.583821 3.365529 1.675 -2.097 1.200 -0.180
H 2.832171 -3.328029 3.014260 0.182 -0.812 0.737 0.136
H 3.945377 -2.210633 2.447724 0.009 0.104 -1.142 0.114
H 3.575010 -3.452311 0.586410 -0.321 -0.647 -0.679 0.123
H 3.432604 -5.103602 1.376853 0.160 0.102 0.151 0.143
C -1.506368 -3.850194 -1.168969 -0.758 0.623 -0.246 -0.147
C -0.907107 -5.225816 -1.010666 3.376 0.522 0.106 -0.234
O -1.830902 -6.218783 -1.131073 -4.179 -1.248 0.471 -0.187
S -3.351242 -5.565684 -1.065680 -0.779 -0.145 -1.765 0.766
O -3.792064 -5.338321 0.305251 0.853 -0.499 -2.203 -0.250
O -4.226450 -6.285433 -2.035354 2.581 2.105 2.818 -0.271
O -2.804093 -4.134327 -1.729310 -1.545 -1.611 0.248 -0.215
H -0.942724 -3.281690 -1.908707 -0.168 0.107 0.028 0.128
H -1.695702 -3.215261 -0.303452 0.488 -0.460 0.314 0.119
H -0.319415 -5.377245 -0.105241 -0.143 0.341 0.223 0.135
H -0.237561 -5.431716 -1.845777 0.316 0.388 -0.018 0.136
C -1.428331 3.522907 -2.173226 3.425 1.742 2.627 -0.267
C -0.550061 3.676941 -3.417278 1.352 -1.333 1.275 -0.208
O -1.358535 4.281471 -4.328833 -4.178 1.599 -2.360 -0.172
S -2.934199 4.376261 -3.831649 -0.529 -1.644 0.342 0.735
O -3.920414 3.742902 -4.683840 1.897 0.959 0.720 -0.235
O -3.193717 5.693471 -3.326554 0.479 -0.832 -0.397 -0.224
O -2.648113 3.295505 -2.607433 -5.198 -0.111 -3.487 -0.184
H -1.517674 4.491895 -1.682116 0.952 0.107 0.719 0.113
H -1.246469 2.721060 -1.457639 0.875 0.117 -0.115 0.143
H -0.309193 2.672557 -3.765548 0.407 0.007 -0.225 0.133
H 0.303624 4.354591 -3.407250 0.099 -0.598 0.896 0.128
```
Forces are in eV/Å.

Gap between HOMO and LUMO: 7.009 eV
Charge: -2

---

Record 2
Formula: C26H43AuF5P2
Source: the Open Molecules 2025 dataset
Level of theory: ωB97M-V with the def2-TZVPD basis set

Structure (XYZ):
```
77
Properties=species:S:1:pos:R:3:forces:R:3:lowdin_charge:R:1
Au 0.181538 -2.678423 1.305544 0.148 3.222 3.757 0.980
C 1.346299 3.622462 0.211167 -0.774 0.615 0.391 -0.217
C 0.444953 3.734028 -0.880600 1.283 -0.392 1.121 -0.187
C -0.693818 4.267016 1.039717 -1.491 0.210 -2.920 -0.201
C 0.652998 4.016880 1.389100 1.718 -1.140 -1.150 -0.179
C -0.814319 4.134680 -0.368432 -0.891 0.645 2.873 -0.208
C 2.787315 3.332127 0.118511 0.832 -0.014 0.029 -0.070
H 3.000330 2.699222 -0.746137 0.116 0.123 0.026 0.038
H 3.139482 2.807806 1.015867 0.084 0.059 -0.171 0.076
H 3.406607 4.237408 -0.003692 -0.131 -0.255 0.079 0.096
C 1.208129 4.135269 2.749125 0.342 0.064 0.425 -0.016
H 2.284355 3.936005 2.759592 -0.187 0.035 0.052 0.076
H 0.726727 3.445853 3.459878 0.022 0.148 -0.195 0.091
H 1.056593 5.152214 3.139271 -0.005 -0.194 -0.025 0.099
C -1.744677 4.647312 1.999841 -0.486 0.085 0.390 -0.032
H -1.531221 5.614233 2.479600 -0.076 -0.175 -0.089 0.094
H -1.826163 3.902502 2.805656 -0.007 0.169 -0.112 0.087
H -2.720891 4.719325 1.510738 0.127 0.052 0.136 0.073
C -2.002733 4.489124 -1.170030 -0.529 0.211 -0.395 -0.063
H -2.074528 5.574156 -1.350285 0.027 -0.256 0.049 0.096
H -2.930808 4.190300 -0.668841 0.073 0.066 -0.131 0.069
H -1.972640 4.012448 -2.154999 -0.126 0.052 0.081 0.064
C 0.766079 3.484615 -2.295100 0.065 -0.188 -0.521 -0.028
H 1.063560 4.415209 -2.795740 -0.029 -0.117 -0.021 0.106
H -0.093378 3.080449 -2.844003 0.112 0.123 0.049 0.072
H 1.595559 2.776458 -2.403603 -0.054 0.163 -0.006 0.066
C 1.296782 -3.889363 0.185633 0.343 -0.748 -0.815 -0.427
C 2.296467 -2.990388 -0.498662 3.178 -0.974 -1.186 -0.510
C 2.358637 -2.920453 -2.060785 1.047 -0.273 0.864 -0.182
C 1.062476 -3.070748 -2.851906 0.007 -0.749 -1.165 -0.159
C -0.221913 -3.011593 -2.135285 -0.971 0.515 0.483 -0.030
C -1.045042 -3.903282 -1.424116 -0.354 -0.406 -1.600 -0.196
C -0.499680 -5.263434 -1.037862 -0.425 -0.041 0.254 -0.140
C 0.943190 -5.116119 -0.612454 0.773 -0.487 0.465 -0.206
H 3.093671 -3.655994 -2.398869 -0.368 -0.189 -0.016 0.122
H 1.093950 -3.989794 -3.437927 0.112 -0.235 0.124 0.127
H 2.845217 -1.980205 -2.336953 -0.196 -0.245 0.111 0.077
H 1.608885 -5.158974 -1.471367 -0.110 -0.109 -0.223 0.109
H 1.679748 -4.297577 1.147520 0.469 0.419 -0.145 0.106
H 3.312095 -3.400220 -0.178313 -0.833 0.462 -0.786 0.125
H 1.260768 -5.945840 0.020612 -0.336 -0.384 -0.262 0.126
H -1.112397 -5.654342 -0.213865 0.094 0.041 -0.107 0.124
H -2.132471 -3.951727 -1.622498 0.483 0.431 -0.340 0.154
H -0.539236 -6.037232 -1.834391 -0.333 0.668 0.204 0.142
H 1.077879 -2.278822 -3.621004 -0.359 -0.176 0.381 0.133
H -0.564134 -1.990139 -2.109590 -0.512 0.371 -0.234 0.099
P 2.283150 -1.345544 0.221835 -1.514 -0.755 1.597 0.982
P -2.686334 0.131352 0.088621 1.207 -0.518 0.891 0.905
C -1.777284 -2.714877 -0.002671 0.630 -0.182 -2.036 -0.157
C -2.647160 -1.661908 -0.572239 -0.479 0.259 -0.692 -0.389
H -2.356679 -3.536876 0.481875 1.289 0.709 0.313 0.132
H -0.623327 -2.314086 -0.180295 -2.431 -0.953 1.040 0.030
H -2.343835 -1.413973 -1.609912 -0.030 -0.545 0.321 0.065
H -3.686602 -2.005572 -0.601001 0.247 -0.003 -0.140 0.075
C -4.439091 0.034158 0.562992 -0.528 0.167 -0.162 -0.288
H -4.908913 1.023141 0.463433 -0.012 -0.330 0.212 0.050
H -4.452635 -0.293449 1.619066 -0.103 0.254 -0.474 0.044
H -4.977077 -0.711754 -0.048321 -0.061 0.586 0.274 0.038
C -2.509063 1.010654 -1.506793 -0.529 -0.306 -0.344 -0.294
H -3.031391 0.450276 -2.288982 -0.018 0.347 -0.204 0.042
H -1.432092 1.064741 -1.764560 -0.573 0.152 0.246 0.034
H -2.945609 2.016197 -1.418697 0.342 -0.302 -0.101 0.026
C 3.596399 -1.427537 1.484121 -0.048 1.085 0.486 -0.215
H 4.388213 -0.712159 1.246671 0.129 -0.176 0.108 0.052
H 4.003919 -2.447051 1.596263 -0.299 0.474 -0.236 0.062
H 3.120578 -1.107893 2.436661 0.471 -0.263 -0.522 0.039
C 2.214885 0.007795 -0.982209 0.002 0.981 -0.554 -0.221
H 1.227722 0.492781 -0.979059 0.169 -0.167 0.457 0.045
H 2.401078 -0.170431 -2.049497 0.164 -0.594 0.385 0.054
H 2.931704 0.789581 -0.724002 -0.054 -0.134 0.334 0.029
F -0.814187 -2.353390 4.094343 -0.043 0.068 0.095 -0.006
C -0.182712 -1.480515 3.234670 -0.526 -0.340 -0.574 -0.427
F 1.068586 -1.312139 3.749807 0.597 0.249 0.247 -0.011
C -0.926994 -0.112201 3.403092 -0.151 -0.770 -0.556 -0.584
F -0.953425 0.447294 4.631083 0.313 -0.575 -0.761 0.151
F -0.400198 0.783694 2.545878 -0.232 -0.118 0.427 0.093
F -2.211864 -0.372740 3.057765 0.198 0.491 0.190 0.067
```
Forces are in eV/Å.

Gap between HOMO and LUMO (alpha / beta): 3.950 / 4.030 eV
Spin multiplicity: 3
Charge: +1

---

charge of number 1 (C26H42O44S10)?
-2